Record 1
Here is a structure of composition C14H12Cl5N5O2PtS at a distorted geometry from OMol25. Energies are from wB97M-V/def2-TZVPD.

Orbital gap (eV): 5.7
Energy above the lowest of the compared OMol25 structures with the same formula, charge and spin (kJ/mol): 126.7
Net charge: -2

Geometry as XYZ:
```
40
C14H12Cl5N5O2PtS (wB97M-V/def2-TZVPD)
Pt -0.441 0.759 -0.115
Cl 5.545 0.089 5.834
C 4.052 0.081 4.944
C 4.040 0.125 3.543
Cl 5.559 0.196 2.698
C 2.861 0.115 2.829
Cl 2.858 0.175 1.100
C 1.555 0.049 3.459
O 0.491 0.021 2.826
C 1.629 0.018 4.907
Cl 0.109 -0.045 5.735
C 2.820 0.028 5.605
Cl 2.805 -0.026 7.345
C -0.243 2.574 -0.086
H -0.920 3.316 -0.529
H 0.609 3.086 0.379
C -2.594 -1.613 -2.914
N -3.238 -1.157 -1.696
C -3.527 0.144 -1.425
S -4.229 0.528 0.049
N -3.247 1.008 -2.433
C -3.331 2.448 -2.249
H -2.557 -2.700 -2.888
H -1.575 -1.244 -3.039
H -3.184 -1.310 -3.780
H -3.059 -1.690 -0.861
H -2.404 0.762 -2.942
H -3.782 2.664 -1.285
H -3.931 2.897 -3.045
H -2.325 2.866 -2.282
N 1.113 -2.873 -1.065
C 0.499 -1.651 -1.222
O -0.422 -1.360 -0.402
C 0.853 -0.827 -2.311
C 1.882 -1.240 -3.192
N 2.723 -1.643 -3.880
C 0.148 0.409 -2.598
N -0.243 1.166 -3.400
H 2.014 -2.965 -1.510
H 1.085 -3.176 -0.104
```

=====

Record 2
Here is a structure of composition C14H12F5IN5OPdS2SeTe at a distorted geometry from OMol25. Energies are from wB97M-V/def2-TZVPD.

2S+1: 5
Orbital gap (alpha / beta) (eV): 6.6 / 5.1
Energy above the lowest of the compared OMol25 structures with the same formula, charge and spin (kJ/mol): 0.0
Net charge: +1
Expectation value of S²: 6.052

Geometry as XYZ:
```
43
C14H12F5IN5OPdS2SeTe (wB97M-V/def2-TZVPD)
Pd 0.003 -0.449 -0.128
C -1.102 3.446 -5.267
S -1.723 3.647 -3.588
C -0.840 2.518 -2.673
S 0.433 1.544 -3.490
N -1.205 2.540 -1.380
N -0.935 1.634 -0.524
C -1.349 2.098 0.766
C -1.504 1.214 1.827
C -1.965 1.647 3.092
C -2.176 0.723 4.086
C -1.938 -0.626 3.823
C -1.459 -0.987 2.572
N -1.239 -0.107 1.607
H -1.656 4.175 -5.855
H -1.317 2.447 -5.640
H -0.040 3.675 -5.323
H -1.572 3.153 0.840
H -2.156 2.699 3.250
H -2.530 1.039 5.058
H -2.105 -1.388 4.570
H -1.245 -2.023 2.339
F 1.582 1.063 0.876
Te 2.639 1.555 -0.803
F 1.495 2.816 -3.435
F 2.732 -0.303 -0.790
F 3.901 1.446 -2.198
F 4.081 1.710 0.358
O 1.054 0.670 -2.464
I 0.692 -6.497 0.529
C 1.242 -4.572 1.064
C 2.193 -4.335 2.046
C 2.521 -3.023 2.351
C 1.888 -1.997 1.677
N 0.962 -2.228 0.738
C 0.653 -3.490 0.429
H 2.672 -5.158 2.559
H 3.264 -2.794 3.101
H 2.116 -0.958 1.880
H -0.075 -3.635 -0.357
Se -1.951 -1.884 -1.217
C -2.003 -0.838 -2.683
N -2.038 -0.166 -3.625
```

=====

Record 3
Here is a structure of composition C14H12GaIN6O9 at a distorted geometry from OMol25. Energies are from wB97M-V/def2-TZVPD.

Orbital gap (eV): 6.4
Energy above the lowest of the compared OMol25 structures with the same formula, charge and spin (kJ/mol): 396.2

Geometry as XYZ:
```
43
C14H12GaIN6O9 (wB97M-V/def2-TZVPD)
Ga 7.040 6.549 11.170
N 6.498 8.481 10.152
C 5.585 9.259 11.130
C 4.991 8.281 12.174
O 4.071 8.688 12.948
N 5.530 6.992 12.217
C 5.277 6.112 13.354
C 6.511 5.233 13.563
O 6.733 4.736 14.654
O 7.201 5.109 12.391
H 6.083 8.011 9.378
H 7.250 9.068 9.839
H 6.238 9.911 11.813
H 4.842 9.803 10.510
H 5.070 6.708 14.222
H 4.467 5.413 13.121
O 6.224 6.928 7.715
C 7.012 6.296 8.419
O 6.616 5.721 9.541
C 8.442 6.203 8.068
C 9.322 5.868 9.221
C 10.849 5.535 8.989
C 11.289 5.750 7.607
C 10.404 6.197 6.741
C 8.943 6.403 6.859
N 10.934 6.614 5.440
O 10.135 7.196 4.637
O 12.090 6.301 5.215
N 11.490 4.081 9.449
O 12.708 3.983 9.295
O 10.806 3.161 9.974
H 8.924 5.132 9.934
H 12.252 5.471 7.229
H 8.321 6.886 6.051
I 13.002 7.764 9.917
C 11.114 6.492 10.314
C 10.909 5.917 11.575
N 9.698 6.151 12.121
N 9.060 7.155 11.396
C 9.651 7.066 10.098
H 11.739 5.513 12.145
H 9.294 5.581 12.931
H 9.543 7.979 9.592
```

=====

Record 4
Here is a structure of composition C14H12IO2Tc at a distorted geometry from OMol25. Energies are from wB97M-V/def2-TZVPD.

2S+1: 2
Orbital gap (alpha / beta) (eV): 6.5 / 6.2
Energy above the lowest of the compared OMol25 structures with the same formula, charge and spin (kJ/mol): 0.7
Net charge: +3
Expectation value of S²: 0.772

Geometry as XYZ:
```
30
C14H12IO2Tc (wB97M-V/def2-TZVPD)
Tc -0.068 0.264 -0.296
C -2.005 2.405 1.568
C -1.212 2.165 0.323
C 0.192 2.361 0.289
C 0.945 2.146 -0.899
C 0.303 1.715 -2.085
C -1.060 1.369 -2.027
C -1.793 1.553 -0.820
H -2.031 1.505 2.189
H -3.030 2.669 1.309
H -1.554 3.208 2.149
H 0.710 2.659 1.196
H 2.024 2.256 -0.871
H 0.892 1.476 -2.964
H -1.533 0.868 -2.864
H -2.823 1.212 -0.771
I 1.819 -8.030 2.069
C 1.378 -6.045 1.980
C 1.359 -5.385 0.728
C 1.053 -4.039 0.676
C 0.773 -3.360 1.865
C 0.788 -4.003 3.111
C 1.091 -5.348 3.174
C 0.433 -1.923 1.931
O 0.088 -1.233 2.803
O 0.309 -1.279 0.532
H 1.576 -5.926 -0.183
H 1.033 -3.533 -0.277
H 0.563 -3.454 4.016
H 1.105 -5.856 4.130
```

=====

Record 5
Here is a structure of composition C14H12N2O4RuSe at a distorted geometry from OMol25. Energies are from wB97M-V/def2-TZVPD.

2S+1: 6
Orbital gap (alpha / beta) (eV): 4.3 / 3.9
Net charge: +3
Expectation value of S²: 8.790

Geometry as XYZ:
```
34
C14H12N2O4RuSe (wB97M-V/def2-TZVPD)
Ru 0.092 -0.318 -2.198
O -2.577 -1.461 -1.224
C -1.568 -1.036 -1.626
C 1.825 0.434 -2.683
O 2.893 0.895 -2.865
C -0.686 1.417 -2.382
O -1.163 2.479 -2.441
C 0.879 -2.080 -2.146
O 1.367 -3.132 -2.042
C -1.380 -1.401 -7.074
H -1.521 -2.479 -6.944
H -2.286 -0.785 -7.065
C -0.184 -0.887 -7.428
H -0.078 0.164 -7.718
H 0.686 -1.530 -7.597
C 1.050 -1.853 2.481
N 0.597 -0.431 2.425
C 0.704 0.366 1.327
Se 1.722 -0.067 -0.165
N 0.265 1.609 1.696
C -0.114 1.607 3.031
C -0.535 2.655 3.843
C -0.760 2.301 5.168
C -0.561 1.004 5.648
C -0.121 -0.039 4.834
C 0.086 0.319 3.499
H 0.881 -2.259 3.480
H 2.111 -1.918 2.249
H 0.486 -2.442 1.760
H 0.299 2.434 1.086
H -0.649 3.623 3.401
H -1.088 3.080 5.833
H -0.735 0.778 6.687
H 0.065 -1.049 5.150
```

=====

Record 6
Here is a structure of composition C14H12N6ORhS2 from OMol25. Energies are from wB97M-V/def2-TZVPD.

Orbital gap (alpha / beta) (eV): 7.0 / 7.0
Energy above the lowest of the compared OMol25 structures with the same formula, charge and spin (kJ/mol): 0.0
Net charge: +1

Geometry as XYZ:
```
36
C14H12N6ORhS2 (wB97M-V/def2-TZVPD)
Rh -0.874 1.105 0.219
S 1.030 -0.135 0.110
C 1.190 0.356 1.789
S -0.450 0.555 2.358
C 2.314 0.774 2.409
C 2.236 1.369 3.710
N 2.132 1.894 4.727
C 3.585 0.690 1.755
N 4.605 0.629 1.231
C 1.434 5.304 0.164
C 0.940 4.838 1.371
C 0.341 3.595 1.417
N 0.239 2.822 0.329
C 0.726 3.266 -0.839
C 1.324 4.503 -0.962
H 1.905 6.275 0.101
H 1.015 5.423 2.276
H -0.051 3.186 2.339
H 0.655 2.591 -1.683
H 1.707 4.818 -1.922
C -5.697 1.278 0.010
N -4.654 0.244 -0.015
C -4.936 -1.092 -0.036
C -3.971 -2.035 -0.011
C -2.611 -1.600 0.030
N -2.362 -0.291 -0.016
C -3.352 0.634 0.019
O -2.989 1.827 0.102
N -1.586 -2.434 0.092
H -6.665 0.788 -0.018
H -5.586 1.931 -0.851
H -5.605 1.867 0.919
H -5.986 -1.346 -0.064
H -4.222 -3.084 -0.015
H -1.731 -3.427 0.153
H -0.645 -2.062 0.182
```

=====

Record 7
Here is a cluster of 2 separate species, C14H12NO4P2 in total at a distorted geometry from OMol25. Energies are from wB97M-V/def2-TZVPD.

Orbital gap (eV): 3.8
Net charge: -1

Geometry as XYZ:
```
33
C14H12NO4P2 (wB97M-V/def2-TZVPD)
N 5.659 1.424 1.488
P 5.137 1.039 0.005
C 3.324 0.338 -0.018
C 2.922 -0.707 -1.246
C 1.371 -1.314 -1.365
P 0.997 -2.494 -2.819
O 0.480 -3.922 -2.277
C 0.219 -0.896 -0.268
C 0.702 0.116 0.966
C 2.209 0.744 1.121
C -0.436 0.490 2.086
O -0.072 0.665 3.364
C -2.049 0.610 1.662
C -3.108 1.652 2.407
C -4.702 1.664 1.944
C -5.150 0.617 0.745
C -4.087 -0.401 -0.037
C -2.503 -0.413 0.419
C -1.345 -1.389 -0.290
O -1.813 -2.509 -0.865
H 6.531 0.870 1.682
H 5.100 2.229 -0.848
H 6.040 0.096 -0.619
H 3.729 -1.020 -2.034
H 0.078 -1.890 -3.752
H 2.270 -2.777 -3.493
H 2.488 1.469 1.997
H -2.657 2.351 3.251
H -5.485 2.361 2.466
H -6.284 0.547 0.386
H -4.396 -1.146 -0.892
O -2.373 1.115 -2.859
H -2.796 0.481 -2.309
```

=====

Record 8
Here is a structure of composition C14H13BCeI2O6RuS at a distorted geometry from OMol25. Energies are from wB97M-V/def2-TZVPD.

2S+1: 7
Orbital gap (alpha / beta) (eV): 5.0 / 3.5
Net charge: +4
Expectation value of S²: 12.041

Geometry as XYZ:
```
39
C14H13BCeI2O6RuS (wB97M-V/def2-TZVPD)
I -2.276 -1.738 3.280
I -4.635 -3.077 2.891
Ce -0.203 -1.758 0.985
Ru 0.799 1.006 -0.872
S -1.580 -0.114 -0.506
C -0.067 2.420 -1.798
C 2.459 1.864 -0.721
C -2.567 -0.670 -2.018
C -3.470 -1.816 -1.574
C -1.633 -1.125 -3.131
C -3.372 0.565 -2.418
C 2.212 -2.090 0.069
C 1.477 -0.345 -2.012
O 3.489 2.396 -0.652
O -0.598 3.291 -2.355
O 3.348 -2.136 -0.140
O 1.932 -1.139 -2.731
H -4.112 -2.120 -2.417
H -4.106 -1.516 -0.733
H -2.875 -2.687 -1.266
H -2.236 -1.472 -3.985
H -1.003 -1.960 -2.803
H -0.983 -0.313 -3.478
H -4.009 0.349 -3.287
H -2.715 1.407 -2.672
H -4.018 0.872 -1.588
O 1.257 2.159 1.983
B 0.949 0.982 1.259
O 0.998 -0.109 2.245
C 1.470 0.429 3.435
C 2.017 -0.245 4.522
C 2.674 0.547 5.477
C 2.760 1.936 5.323
C 2.237 2.581 4.198
C 1.596 1.797 3.256
H 1.944 -1.330 4.582
H 3.129 0.076 6.349
H 3.248 2.535 6.092
H 2.321 3.653 4.035
```

=====

Record 9
Here is the molecule C14H13BrN4O3 at a distorted geometry from OMol25. Energies are from wB97M-V/def2-TZVPD.

Orbital gap (eV): 8.7
Energy above the lowest of the compared OMol25 structures with the same formula, charge and spin (kJ/mol): 0.0
SMILES string: Cn1c(=O)c2c(nc(Oc3ccccc3Br)n2C)n(C)c1=O

Geometry as XYZ:
```
35
C14H13BrN4O3 (wB97M-V/def2-TZVPD)
C 5.061 0.244 1.123
N 3.680 0.005 0.732
C 2.787 1.033 1.052
O 3.163 2.043 1.616
C 1.459 0.712 0.634
C 1.152 -0.475 -0.003
N -0.169 -0.541 -0.297
C -0.660 0.598 0.157
O -1.909 1.049 0.128
C -2.967 0.364 -0.412
C -2.910 -0.884 -1.014
C -4.068 -1.453 -1.519
C -5.281 -0.793 -1.430
C -5.348 0.454 -0.830
C -4.195 1.022 -0.327
Br -4.241 2.728 0.502
N 0.265 1.399 0.730
C 0.051 2.695 1.315
N 2.091 -1.417 -0.273
C 1.720 -2.645 -0.942
C 3.404 -1.197 0.096
O 4.267 -2.018 -0.130
H 5.426 1.144 0.629
H 5.653 -0.618 0.831
H 5.111 0.396 2.201
H -1.960 -1.389 -1.078
H -4.015 -2.424 -1.986
H -6.179 -1.242 -1.825
H -6.284 0.984 -0.752
H -0.351 3.383 0.571
H -0.658 2.623 2.141
H 1.010 3.060 1.679
H 0.976 -3.176 -0.349
H 2.619 -3.249 -1.048
H 1.300 -2.417 -1.921
```

=====

Record 10
Here is a structure of composition C14H13F5FeN5O4S at a distorted geometry from OMol25. Energies are from wB97M-V/def2-TZVPD.

2S+1: 5
Orbital gap (alpha / beta) (eV): 7.2 / 7.7
Energy above the lowest of the compared OMol25 structures with the same formula, charge and spin (kJ/mol): 88.1
Net charge: -1
Expectation value of S²: 6.014

Geometry as XYZ:
```
43
C14H13F5FeN5O4S (wB97M-V/def2-TZVPD)
Fe -0.313 -0.181 1.177
N 0.305 -1.418 2.967
C -0.738 -2.449 3.091
C -2.102 -1.803 2.807
O -3.024 -1.929 3.620
N -2.086 -1.128 1.656
C -3.058 -0.053 1.458
C -2.066 1.099 1.275
O -1.440 1.494 2.296
O -1.677 1.372 0.086
H 1.254 -1.770 2.975
H 0.222 -0.738 3.717
H -0.777 -2.906 4.082
H -0.539 -3.219 2.344
H -3.710 0.096 2.320
H -3.639 -0.196 0.544
C 3.472 2.418 -1.452
N 3.086 1.810 -0.202
C 3.827 0.736 0.420
C 2.841 0.260 1.489
O 3.087 -0.589 2.319
N 1.664 0.940 1.319
C 1.824 1.770 0.290
N 0.836 2.526 -0.184
H 4.557 2.515 -1.473
H 3.059 3.425 -1.523
H 3.153 1.832 -2.317
H 4.769 1.068 0.857
H 4.004 -0.090 -0.276
H -0.127 2.248 0.064
H 0.937 2.869 -1.125
F -3.414 -0.294 -4.776
C -2.469 -0.557 -3.858
C -2.594 -1.645 -3.014
F -3.670 -2.438 -3.120
C -1.614 -1.909 -2.074
F -1.789 -2.976 -1.292
C -0.480 -1.110 -1.927
S 0.734 -1.435 -0.703
C -0.393 -0.029 -2.802
F 0.667 0.808 -2.748
C -1.357 0.256 -3.747
F -1.223 1.319 -4.561
```

=====

Record 11
Here is a structure of composition C14H13I2N4STl from OMol25. Energies are from wB97M-V/def2-TZVPD.

Orbital gap (eV): 7.0
Energy above the lowest of the compared OMol25 structures with the same formula, charge and spin (kJ/mol): 0.0

Geometry as XYZ:
```
35
C14H13I2N4STl (wB97M-V/def2-TZVPD)
Tl -2.322 1.372 -0.555
N 1.241 4.341 0.094
C 0.458 3.244 0.237
S -1.104 3.483 0.923
N 1.018 2.110 -0.144
N 0.203 1.056 -0.090
C 0.701 -0.133 -0.155
C 2.153 -0.397 -0.331
C 2.805 0.092 -1.461
C 4.157 -0.147 -1.649
C 4.874 -0.864 -0.701
C 4.237 -1.338 0.435
C 2.881 -1.110 0.618
C -0.236 -1.250 0.027
C 0.153 -2.572 -0.217
C -0.718 -3.605 0.066
C -1.967 -3.306 0.593
C -2.299 -1.973 0.753
N -1.477 -0.967 0.468
H 0.936 5.181 0.549
H 2.224 4.201 -0.071
H 2.243 0.666 -2.185
H 4.655 0.231 -2.533
H 5.932 -1.045 -0.847
H 4.802 -1.884 1.180
H 2.384 -1.476 1.508
H 1.135 -2.767 -0.625
H -0.430 -4.631 -0.120
H -2.666 -4.085 0.863
H -3.276 -1.691 1.131
I -6.125 -0.064 -0.100
C -6.737 1.902 0.472
I -5.180 3.352 0.757
H -7.262 1.803 1.412
H -7.393 2.272 -0.304
```

=====

Record 12
Here is the molecule C14H13N3S at a distorted geometry from OMol25. Energies are from wB97M-V/def2-TZVPD.

Orbital gap (eV): 8.9
Energy above the lowest of the compared OMol25 structures with the same formula, charge and spin (kJ/mol): 0.0
SMILES string: Cc1nc(Nc2ccccc2C)c2ccsc2n1

Geometry as XYZ:
```
31
C14H13N3S (wB97M-V/def2-TZVPD)
C -0.327 3.468 3.314
C 0.092 2.210 2.603
N -0.162 2.152 1.297
C 0.125 0.997 0.675
N -0.249 1.106 -0.669
C -0.149 0.142 -1.653
C 0.842 0.325 -2.634
C 1.066 -0.620 -3.585
C 0.207 -1.713 -3.657
C -0.795 -1.913 -2.761
C -0.990 -0.967 -1.733
C -2.043 -1.226 -0.709
C 0.656 -0.088 1.331
C 1.073 -1.441 0.923
C 1.546 -2.185 1.965
S 1.438 -1.391 3.510
C 0.848 0.048 2.707
N 0.518 1.156 3.325
H -1.215 3.877 2.828
H -0.586 3.265 4.336
H 0.483 4.218 3.306
H -0.461 2.075 -0.936
H 1.461 1.212 -2.651
H 1.831 -0.468 -4.357
H 0.356 -2.493 -4.420
H -1.403 -2.806 -2.822
H -2.561 -0.314 -0.457
H -2.812 -1.925 -1.011
H -1.669 -1.665 0.204
H 1.040 -1.818 -0.089
H 1.839 -3.221 1.818
```

=====

Record 13
Here is a structure of composition C14H13N7O6S at a distorted geometry from OMol25. Energies are from wB97M-V/def2-TZVPD.

Orbital gap (eV): 6.4
Energy above the lowest of the compared OMol25 structures with the same formula, charge and spin (kJ/mol): 0.0

Geometry as XYZ:
```
41
C14H13N7O6S (wB97M-V/def2-TZVPD)
C 2.779 0.569 -1.132
S 1.451 -0.252 -2.052
C 2.357 -1.813 -2.396
C 0.267 -0.764 -0.806
C -1.073 -0.911 -1.459
C -1.832 -2.098 -1.331
C -3.154 -2.143 -1.741
C -3.751 -0.981 -2.270
N -5.164 -0.919 -2.414
O -5.682 0.168 -2.761
O -5.841 -1.944 -2.168
C -2.980 0.178 -2.498
C -1.644 0.195 -2.123
H 2.524 1.634 -1.105
H 2.872 0.155 -0.121
H 3.694 0.404 -1.708
H 2.129 -2.077 -3.435
H 3.428 -1.610 -2.292
H 2.039 -2.613 -1.721
H 0.636 -1.708 -0.394
H -1.366 -2.971 -0.873
H -3.759 -3.039 -1.621
H -3.460 1.048 -2.940
H -1.050 1.096 -2.304
O 3.215 3.257 4.255
N 2.405 2.352 4.514
O 2.306 1.818 5.643
C 1.534 1.831 3.472
C 0.890 0.607 3.607
C 0.311 -0.012 2.466
N -0.408 -1.253 2.637
O -0.561 -1.718 3.783
O -0.866 -1.812 1.612
C 0.424 0.538 1.209
N 0.838 1.843 1.162
N 0.872 2.678 0.072
N 1.401 3.812 0.485
N 1.770 3.755 1.785
C 1.444 2.529 2.223
H 0.861 0.103 4.567
H 0.146 0.069 0.175
```